ORCA calculation (ωB97M-V/def2-TZVPD) on a molecular structure, C19H10N4O2SSeTc.

## Properties
- calculated total energy (hartree) = -3979.4190
- multiplicity = 4
- expectation value of S² = 3.781
- charge = +2

Cartesian coordinates (Å):
Tc  0.065164  -0.041868  1.135273
Se  2.548648  -4.469708  -4.607821
N  1.023861  -4.394997  -3.706954
C  1.140422  -3.428360  -2.834174
C  0.083914  -3.057453  -1.903145
C  -1.167818  -3.681272  -1.832052
C  -2.093175  -3.237979  -0.907921
C  -1.768327  -2.182372  -0.066322
N  -0.573947  -1.585622  -0.122923
C  0.341740  -2.012709  -1.028654
C  1.602854  -1.304665  -1.029088
N  1.715336  -0.299141  -0.124370
C  2.847634  0.408460  -0.067637
C  3.917886  0.133847  -0.908515
C  3.814074  -0.888007  -1.831436
C  2.628989  -1.630710  -1.902593
C  2.394469  -2.725830  -2.833450
N  3.281563  -3.132785  -3.703552
H  -1.390282  -4.500468  -2.503957
H  -3.069032  -3.694641  -0.827621
H  -2.471666  -1.805426  0.665651
H  2.892546  1.206130  0.663318
H  4.816367  0.728448  -0.828661
H  4.629320  -1.125899  -2.502854
O  -0.803447  1.530769  4.747023
C  -0.882224  1.608423  3.573097
O  -0.283198  0.587558  2.803929
C  -1.544632  2.686251  2.799512
C  -2.144062  3.673896  3.571817
C  -2.801848  4.744907  2.980522
C  -2.866186  4.841268  1.599631
C  -2.274844  3.869050  0.809725
C  -1.613679  2.789165  1.399799
S  -0.947797  1.688520  0.211646
H  -2.086790  3.588389  4.648333
H  -3.261357  5.499798  3.603222
H  -3.375906  5.671419  1.130506
H  -2.324553  3.943629  -0.269287

Forces on the atoms, in the same order (eV/Å):
Tc 0.0 0.1 0.1
Se 0.0 0.0 0.1
N 0.0 0.0 0.0
C 0.0 0.0 0.0
C 0.0 0.0 0.0
C 0.0 0.0 0.0
C 0.0 0.0 0.0
C 0.0 0.0 0.0
N 0.0 0.0 0.0
C 0.0 0.0 0.0
C 0.0 0.0 0.0
N 0.0 0.0 0.0
C 0.0 0.0 0.0
C 0.0 0.0 0.0
C 0.0 0.0 0.0
C 0.0 0.0 0.0
C 0.0 0.0 0.0
N 0.0 0.0 -0.1
H 0.0 0.0 0.0
H 0.0 0.0 0.0
H 0.0 0.0 0.0
H 0.0 0.0 0.0
H 0.0 0.0 0.0
H 0.0 0.0 0.0
O 0.0 0.0 0.0
C 0.1 0.0 -0.1
O 0.0 0.0 -0.1
C 0.0 0.0 0.0
C 0.0 0.0 0.0
C 0.0 0.0 0.0
C 0.0 0.0 0.0
C 0.0 0.0 0.0
C 0.0 0.0 0.1
S 0.0 -0.1 0.0
H 0.0 0.0 0.0
H 0.0 0.0 0.0
H 0.0 0.0 0.0
H 0.0 0.0 0.0

ORCA calculation (ωB97M-V/def2-TZVPD) on a molecular structure, C16H42FeO6 in a non-equilibrium geometry.

## Properties
- calculated total energy (hartree) = -2349.9297
- multiplicity = 5
- expectation value of S² = 6.006

Cartesian coordinates (Å):
Fe  -0.173735  -0.284015  0.200239
C  0.554220  -0.406585  3.879654
C  -0.777481  -0.968754  3.391290
O  -0.900588  -1.001720  2.024956
H  0.509958  -0.192112  4.953508
H  0.772656  0.546102  3.389954
H  1.374482  -1.116296  3.730308
H  -1.554542  -0.418091  3.952285
H  -0.837589  -1.993130  3.801463
C  1.814722  1.891739  -3.031962
C  1.395953  0.479236  -2.657413
O  0.456893  0.396317  -1.643103
H  0.936679  2.546428  -3.049424
H  2.332002  1.825299  -3.988655
H  2.444292  2.332894  -2.253300
H  2.333687  0.005242  -2.317249
H  1.030164  -0.025190  -3.561320
C  0.212065  -4.353142  -1.702829
C  -0.654817  -3.106363  -1.690907
C  -2.164416  -3.464898  -1.655009
O  -0.407947  -2.319413  -0.496160
H  -0.150075  -5.140532  -1.041285
H  1.228831  -4.058932  -1.440568
H  0.226484  -4.782499  -2.706596
H  -0.507635  -2.425224  -2.529654
H  -2.762039  -2.694499  -1.175095
H  -2.257287  -4.404086  -1.103283
H  -2.599063  -3.592945  -2.650922
H  -0.631263  -2.934929  0.220616
C  -0.312180  3.923479  -0.081937
C  0.432338  2.920453  0.778507
C  0.816255  3.484614  2.134312
O  -0.439768  1.786464  0.977499
H  -0.378192  3.609537  -1.123850
H  0.192362  4.893286  -0.114756
H  -1.320900  4.036589  0.318775
H  1.276300  2.522213  0.216747
H  1.523973  4.298858  1.964466
H  1.219356  2.729791  2.807818
H  -0.047552  3.899758  2.662494
H  -1.192519  1.970618  1.546558
C  -3.549892  1.960467  -1.210542
C  -3.513576  0.739775  -0.281728
C  -4.632960  -0.248329  -0.662860
O  -2.272641  0.042699  -0.514498
H  -4.535256  2.340670  -1.492967
H  -3.132891  1.634299  -2.168062
H  -3.015167  2.814475  -0.799110
H  -3.601452  1.047763  0.756280
H  -5.639249  0.148040  -0.551172
H  -4.502486  -1.093665  0.018229
H  -4.456313  -0.641679  -1.665076
H  -2.283644  -0.050913  -1.477416
C  4.058959  0.002583  1.638487
C  3.172641  -0.411861  0.463106
C  3.645192  -1.694992  -0.191312
O  1.821637  -0.587152  0.939001
H  3.562787  0.701570  2.310294
H  5.008617  0.397610  1.273425
H  4.356871  -0.856792  2.253110
H  3.193938  0.432706  -0.227895
H  3.548341  -2.579441  0.440666
H  4.697741  -1.579732  -0.470334
H  3.113035  -1.923955  -1.116437
H  1.941715  -1.009704  1.800625

Forces on the atoms, in the same order (eV/Å):
Fe -0.4 0.5 0.0
C 0.0 0.3 0.4
C 0.5 -0.4 0.1
O 0.0 0.3 -1.0
H 0.1 -0.1 0.0
H 0.1 -0.1 -0.2
H 0.1 0.1 -0.1
H -0.3 0.2 -0.5
H -0.1 0.0 0.1
C -0.5 0.2 0.5
C 0.0 -0.3 1.1
O -0.6 0.0 0.8
H 0.0 -0.1 -0.5
H 0.1 0.5 0.0
H 0.3 -0.1 -0.1
H 0.0 -0.4 -0.4
H 0.1 -0.2 -0.1
C 0.3 0.5 -0.6
C -1.6 0.5 0.5
C 0.4 -0.3 -0.4
O 0.3 -1.5 -0.3
H 0.0 0.2 0.2
H 0.0 -0.2 0.0
H 0.0 0.0 0.0
H 0.5 -0.1 0.1
H 0.2 0.1 0.2
H -0.4 0.1 0.0
H 0.2 -0.2 0.0
H 0.1 0.7 0.4
C 0.3 0.3 -0.3
C -1.1 -0.2 0.3
C 0.1 0.2 -0.2
O 0.6 -0.3 -0.3
H -0.1 -0.3 0.1
H -0.1 0.0 0.3
H 0.0 0.3 0.0
H 0.1 -0.1 0.2
H 0.1 -0.1 0.3
H 0.3 0.0 -0.2
H -0.1 0.1 -0.2
H 0.1 0.2 0.1
C -0.1 0.1 -0.1
C -0.9 0.1 -1.3
C 0.7 -0.3 1.0
O -0.7 0.3 0.0
H -0.2 -0.3 0.5
H 0.3 0.3 0.0
H 0.4 -0.1 -0.2
H 0.3 -0.3 0.2
H 0.0 0.1 -0.1
H -0.3 -0.1 -0.1
H -0.2 0.2 -0.2
H 0.7 -0.1 0.1
C 0.4 -0.7 0.1
C 0.0 0.0 0.5
C 0.4 0.1 -0.7
O 1.1 0.0 0.3
H 0.0 0.3 -0.2
H -0.1 0.3 0.0
H -0.3 -0.1 -0.1
H -0.4 -0.2 -0.3
H 0.0 0.2 0.3
H 0.0 -0.1 0.1
H -0.2 0.2 0.1
H -0.7 0.0 0.0

ORCA calculation (ωB97M-V/def2-TZVPD) on C4H7NO2 in the gas phase in a non-equilibrium geometry.

## Properties
- calculated total energy (hartree) = -361.7857
- structure (SMILES) = N/C(O)=C/[C@H]1CO1

Cartesian coordinates (Å):
N  1.756157  0.378293  1.922890
C  0.803393  0.371976  0.965498
O  0.550709  1.625700  0.555194
C  0.181041  -0.722742  0.491345
C  -1.119190  -0.721474  -0.185565
C  -1.359050  -0.002331  -1.433975
O  -1.208130  -1.403521  -1.432168
H  2.356475  1.183188  1.902423
H  2.163126  -0.523638  2.066647
H  -0.138414  1.413362  -0.091835
H  0.537752  -1.691097  0.807242
H  -1.997919  -0.907079  0.429407
H  -0.541256  0.549460  -1.889532
H  -2.353366  0.364483  -1.656680

Forces on the atoms, in the same order (eV/Å):
N 0.4 -0.2 0.4
C 0.1 -0.4 -0.1
O -1.0 -0.2 -0.4
C 0.1 -0.2 0.4
C 0.0 0.0 0.2
C -0.1 0.4 -0.4
O 0.0 -0.2 -0.3
H 0.3 -0.1 0.0
H 0.4 -0.1 0.3
H -0.1 1.1 -0.3
H 0.1 -0.1 0.2
H 0.0 0.0 0.0
H 0.0 0.0 -0.1
H -0.1 0.0 -0.1